Molecular formula: C3H4ClP
Method: DFT, ωB97M-V/def2-TZVPD

Summary:
Spin multiplicity = 3
Gap between HOMO and LUMO (alpha / beta) = 8.6 / 7.6 eV
Energy above the lowest of the compared OMol25 structures with the same formula, charge and spin = 2.367 eV

Element x y z (Å)
C1 -1.5373 1.1671 -0.5981
C2 -0.9836 0.2787 0.1529
C3 0.1216 -0.5777 0.5720
P1 -2.7888 0.7619 0.6203
Cl1 -3.9146 -0.6083 -0.3501
H1 -0.8736 2.5176 -2.1099
H2 -0.2521 -1.4987 1.0187
H3 0.7312 -0.0536 1.3099
H4 0.7471 -0.8183 -0.2893

---

Molecular formula: C4H9NO
Method: DFT, ωB97M-V/def2-TZVPD

Summary:
Spin multiplicity = 1
Gap between HOMO and LUMO = 7.5 eV
Energy above the lowest of the compared OMol25 structures with the same formula, charge and spin = 3.260 eV

Element x y z (Å)
C1 -1.3120 -0.9913 -0.1986
N1 -0.2432 -0.0537 0.2518
C2 -0.7575 1.3594 0.2372
C3 0.9852 -0.2979 -0.5179
C4 2.2214 -0.2400 0.0932
O1 3.3375 -0.4894 -0.3788
H1 -1.4805 -0.8179 -1.2668
H2 -2.2373 -0.8186 0.3561
H3 -0.9315 -2.0025 -0.0655
H4 -1.6903 1.4501 0.8079
H5 0.0172 1.9915 0.6661
H6 -0.9172 1.6426 -0.8053
H7 0.8741 -0.5452 -1.5470
H8 0.0347 -0.2838 1.2103
H9 2.0994 0.0968 1.1573

---

Molecular formula: C4H9N2O2
Method: DFT, ωB97M-V/def2-TZVPD

Summary:
Spin multiplicity = 1
Gap between HOMO and LUMO = 6.4 eV
Total charge = -1
Energy above the lowest of the compared OMol25 structures with the same formula, charge and spin = 2.971 eV

Element x y z (Å)
N1 0.4302 -0.7576 1.2511
C1 0.2400 -0.6426 -0.2294
C2 -0.7158 0.5074 -0.6833
C3 -2.1285 0.2740 0.0212
O1 -2.0581 0.1157 1.2970
C4 1.6801 -0.4916 -0.6795
N2 2.1899 0.7683 -0.2192
O2 2.3569 -1.2847 -1.2925
H1 -0.1576 -1.4406 1.6168
H2 0.2493 0.1536 1.7872
H3 -0.1775 -1.6169 -0.6556
H4 -0.8119 0.3865 -1.6509
H5 -0.3029 1.4661 -0.2499
H6 -2.6838 -0.7212 -0.3611
H7 -2.7988 1.1011 -0.2031
H8 3.1419 0.8832 -0.0300
H9 1.5464 1.2993 0.2810

---

Molecular formula: C3H3ClI2O2
Method: DFT, ωB97M-V/def2-TZVPD

Summary:
Spin multiplicity = 3
Gap between HOMO and LUMO (alpha / beta) = 8.0 / 5.1 eV

Element x y z (Å)
C1 -1.1601 -0.6800 -0.0585
C2 -0.2653 -1.4067 0.8510
C3 -0.3543 -0.2336 -2.2568
O1 -2.0016 0.1279 0.1828
O2 -0.9113 -0.9798 -1.4694
Cl1 -0.0421 1.2633 -1.6338
I1 2.9979 2.0651 0.1905
I2 1.8893 4.4202 0.8436
H1 0.1726 -0.6252 1.6202
H2 -0.7960 -2.2047 1.4854
H3 0.4709 -1.7465 0.2452

---

Molecular formula: C38H35GeN3O2V
Method: DFT, ωB97M-V/def2-TZVPD

Summary:
Spin multiplicity = 2
Gap between HOMO and LUMO (alpha / beta) = 6.5 / 6.8 eV
Total charge = +2
Energy above the lowest of the compared OMol25 structures with the same formula, charge and spin = 0.000 eV

Element x y z (Å)
V1 0.1956 0.1734 -0.1500
N1 -2.6188 -0.0951 -1.6161
C1 -2.0076 -1.2957 -1.3516
C2 -2.7330 -2.4691 -1.6336
C3 -2.1297 -3.6939 -1.4851
C4 -0.7919 -3.7418 -1.0770
C5 -0.1607 -2.5602 -0.7812
N2 -0.7516 -1.3529 -0.8711
C6 -2.2326 1.2003 -1.3538
C7 -2.9954 2.2505 -1.8881
C8 -2.6478 3.5512 -1.6065
C9 -1.5525 3.7868 -0.7750
C10 -0.8499 2.7093 -0.2965
N3 -1.1615 1.4306 -0.5833
H1 -3.4854 -0.1694 -2.1348
H2 -3.7590 -2.3885 -1.9604
H3 -2.6725 -4.6020 -1.6921
H4 -0.2661 -4.6800 -0.9972
H5 0.8738 -2.5506 -0.4475
H6 -3.8356 2.0383 -2.5267
H7 -3.2053 4.3754 -2.0178
H8 -1.2517 4.7889 -0.5210
H9 0.0315 2.8507 0.3226
C11 7.5993 0.5345 -2.8359
C12 6.2393 0.3080 -2.2822
C13 5.0928 0.6692 -2.9832
C14 3.8310 0.5557 -2.4268
C15 2.6383 0.9474 -3.2468
C16 3.7141 0.0234 -1.1263
C17 4.8536 -0.4603 -0.4488
C18 4.7451 -1.1040 0.8945
C19 6.0956 -0.2905 -1.0324
C20 2.4326 0.0700 -0.4388
O1 1.9836 -0.8383 0.3129
O2 1.6813 1.0937 -0.5807
H10 7.5873 1.2720 -3.6324
H11 8.0028 -0.3953 -3.2376
H12 8.2718 0.8669 -2.0474
H13 5.1884 1.0683 -3.9808
H14 2.8501 0.7611 -4.2979
H15 2.4396 2.0146 -3.1334
H16 1.7266 0.4009 -2.9696
H17 4.0142 -0.5945 1.5228
H18 5.7086 -1.0979 1.3988
H19 4.4274 -2.1410 0.7662
H20 6.9817 -0.6121 -0.5023
C21 0.0612 -4.4831 4.0896
C22 1.1753 -4.1294 3.3442
C23 1.2474 -2.8795 2.7555
C24 0.2020 -1.9733 2.9143
C25 -0.9261 -2.3413 3.6451
C26 -0.9884 -3.5907 4.2353
Ge1 0.3823 -0.0832 2.3419
C27 -1.3302 0.8998 2.7131
C28 -2.5301 0.4027 2.2071
C29 -3.7371 0.9253 2.6362
C30 -3.7521 1.9564 3.5647
C31 -2.5624 2.4630 4.0612
C32 -1.3524 1.9440 3.6309
C33 1.9610 0.8803 3.0317
C34 2.0879 2.2498 2.8067
C35 3.1534 2.9491 3.3428
C36 4.1135 2.2795 4.0868
C37 4.0043 0.9138 4.2994
C38 2.9300 0.2143 3.7783
H21 0.0138 -5.4522 4.5608
H22 1.9942 -4.8232 3.2344
H23 2.1174 -2.5968 2.1763
H24 -1.7406 -1.6420 3.7807
H25 -1.8500 -3.8603 4.8252
H26 -2.5138 -0.4314 1.5061
H27 -4.6660 0.5140 2.2685
H28 -4.6936 2.3526 3.9113
H29 -2.5757 3.2495 4.8003
H30 -0.4285 2.3247 4.0469
H31 1.3388 2.7745 2.2207
H32 3.2323 4.0144 3.1874
H33 4.9431 2.8251 4.5073
H34 4.7497 0.3934 4.8811
H35 2.8292 -0.8473 3.9654